1.
{
  "formula": "C37H51AsIrN8O6S2Si2",
  "method": "ωB97M-V with the def2-TZVPD basis set",
  "homo_lumo_gap_ev": [6.379, 6.384],
  "multiplicity": 2,
  "homo_ev": [-13.02, -13.06],
  "de_lowest_kcal_mol": 41.4,
  "total_charge": 2,
  "max_force_ev_per_a": 0.8,
  "species": ["Ir", "C", "N", "C", "C", "N", "C", "C", "C", "C", "C", "C", "N", "C", "N", "C", "C", "C", "C", "C", "C", "N", "H", "H", "H", "H", "H", "H", "H", "H", "H", "H", "H", "H", "H", "H", "H", "O", "C", "O", "C", "C", "C", "C", "S", "C", "C", "H", "H", "H", "H", "H", "C", "Si", "C", "C", "As", "Si", "C", "C", "C", "H", "H", "H", "H", "H", "H", "H", "H", "H", "H", "H", "H", "H", "H", "H", "H", "H", "H", "C", "C", "S", "O", "O", "C", "C", "N", "C", "N", "C", "C", "N", "O", "O", "C", "H", "H", "H", "H", "H", "H", "H", "H", "H", "H", "H", "H", "H"],
  "positions_angstrom": [[-0.78, 0.56, 0.40], [2.48, -0.91, 0.83], [2.28, -0.06, -0.32], [2.92, 1.21, -0.40], [1.88, 2.28, -0.55], [0.58, 2.18, -0.31], [0.07, 3.49, -0.41], [-1.18, 4.04, -0.12], [-1.35, 5.40, -0.30], [-0.31, 6.22, -0.75], [0.94, 5.71, -0.99], [1.11, 4.35, -0.79], [2.23, 3.54, -0.86], [1.36, -1.89, 0.78], [0.19, -1.62, 0.23], [-0.49, -2.84, 0.20], [-1.69, -3.20, -0.42], [-2.11, -4.51, -0.29], [-1.36, -5.46, 0.41], [-0.14, -5.13, 0.98], [0.28, -3.82, 0.84], [1.45, -3.17, 1.20], [2.41, -0.30, 1.74], [3.44, -1.44, 0.85], [2.29, -0.58, -1.19], [3.65, 1.28, -1.22], [3.46, 1.43, 0.52], [-1.97, 3.44, 0.31], [-2.31, 5.85, -0.06], [-0.49, 7.28, -0.88], [1.76, 6.34, -1.30], [3.17, 3.84, -1.07], [-2.24, -2.49, -1.02], [-3.04, -4.82, -0.77], [-1.72, -6.47, 0.49], [0.47, -5.88, 1.47], [2.27, -3.59, 1.59], [-3.39, 1.15, 8.18], [-2.23, 0.59, 7.79], [-1.60, -0.09, 8.55], [-1.77, 0.84, 6.38], [-2.62, 1.22, 5.35], [-2.12, 1.42, 4.06], [-0.77, 1.25, 3.82], [-0.02, 1.61, 2.26], [0.09, 0.88, 4.86], [-0.41, 0.66, 6.13], [-3.69, 1.81, 7.54], [-3.68, 1.34, 5.50], [-2.80, 1.69, 3.27], [1.15, 0.76, 4.67], [0.23, 0.36, 6.94], [-4.76, 2.00, 0.83], [-4.45, 2.13, -1.01], [-4.55, 3.89, -1.58], [-5.49, 1.01, -2.07], [-2.14, 1.38, -1.35], [-1.28, 1.98, -3.51], [0.58, 1.96, -3.54], [-1.99, 0.54, -4.46], [-1.95, 3.62, -4.06], [-5.40, 1.15, 1.09], [-5.27, 2.91, 1.16], [-3.84, 1.91, 1.41], [-5.57, 4.23, -1.37], [-4.37, 4.01, -2.64], [-3.87, 4.56, -1.04], [-6.49, 1.45, -2.13], [-5.60, 0.01, -1.67], [-5.10, 0.95, -3.09], [0.99, 1.04, -3.11], [1.01, 2.82, -3.04], [0.89, 2.00, -4.59], [-1.58, -0.41, -4.11], [-1.73, 0.65, -5.51], [-3.07, 0.49, -4.39], [-1.73, 4.42, -3.35], [-3.03, 3.58, -4.23], [-1.48, 3.88, -5.01], [-6.05, -0.59, 6.80], [-6.70, -1.26, 5.60], [-5.65, -1.34, 4.17], [-5.05, -0.05, 3.92], [-6.38, -1.98, 3.11], [-4.31, -2.45, 4.62], [-3.77, -3.15, 3.37], [-3.39, -2.21, 2.30], [-2.25, -1.49, 2.25], [-2.28, -0.64, 1.22], [-3.49, -0.85, 0.59], [-4.17, -1.81, 1.25], [-5.36, -2.44, 0.75], [-5.50, -3.62, 0.98], [-6.03, -1.77, 0.00], [-1.13, -1.75, 3.19], [-6.80, -0.39, 7.56], [-5.60, 0.35, 6.50], [-5.28, -1.22, 7.26], [-7.57, -0.71, 5.23], [-7.01, -2.29, 5.79], [-4.72, -3.23, 5.27], [-3.57, -1.88, 5.17], [-4.53, -3.80, 2.96], [-2.90, -3.75, 3.62], [-3.77, -0.38, -0.33], [-0.92, -2.82, 3.21], [-1.38, -1.43, 4.20], [-0.25, -1.22, 2.87]],
  "mulliken_spin": [1.117, -0.014, 0.000, 0.005, -0.001, -0.057, 0.076, -0.055, -0.023, 0.000, -0.008, -0.005, 0.000, 0.027, 0.085, -0.022, 0.003, -0.001, 0.001, -0.001, 0.000, 0.006, -0.001, -0.001, 0.000, 0.000, 0.000, 0.020, 0.000, 0.000, 0.000, 0.000, -0.010, 0.000, 0.000, 0.000, 0.001, 0.000, 0.001, 0.003, 0.008, 0.002, 0.015, 0.027, 0.318, 0.013, -0.001, 0.000, 0.000, -0.006, -0.004, 0.000, 0.011, -0.023, 0.000, -0.007, -0.433, 0.026, 0.001, -0.015, -0.004, 0.000, 0.001, -0.006, 0.000, 0.000, 0.001, -0.001, 0.001, -0.003, -0.002, 0.000, 0.000, 0.000, -0.002, 0.000, 0.001, 0.001, 0.001, 0.000, 0.000, 0.000, 0.000, 0.000, -0.001, 0.000, 0.005, 0.016, -0.068, -0.007, -0.008, 0.000, 0.000, 0.000, -0.015, 0.000, 0.000, 0.000, 0.000, 0.000, 0.000, 0.000, 0.000, 0.000, 0.010, 0.000, -0.002, 0.005]
}

=====

2.
{
  "formula": "C37H51BrCl2NO3S2Si2W",
  "method": "ωB97M-V with the def2-TZVPD basis set",
  "homo_lumo_gap_ev": [6.952, 7.161],
  "multiplicity": 3,
  "homo_ev": [-10.45, -10.82],
  "de_lowest_kcal_mol": 29.1,
  "total_charge": 1,
  "max_force_ev_per_a": 2.6,
  "species": ["W", "S", "C", "N", "C", "C", "C", "C", "C", "C", "S", "H", "H", "H", "H", "C", "C", "C", "C", "Si", "O", "C", "C", "C", "C", "C", "C", "C", "C", "C", "C", "C", "C", "H", "H", "H", "H", "H", "H", "H", "H", "H", "H", "H", "H", "H", "H", "H", "H", "H", "H", "H", "C", "C", "C", "C", "Si", "Br", "C", "C", "C", "C", "C", "C", "C", "C", "H", "H", "H", "H", "H", "H", "H", "H", "H", "H", "H", "H", "H", "H", "H", "H", "H", "H", "H", "H", "H", "H", "H", "H", "H", "H", "H", "Cl", "C", "Cl", "C", "O", "O", "H"],
  "positions_angstrom": [[-0.24, 1.61, 1.24], [0.49, 3.72, 2.44], [0.35, 4.23, 0.82], [-0.08, 3.29, -0.04], [-0.28, 3.78, -1.31], [-0.75, 3.07, -2.41], [-0.91, 3.73, -3.61], [-0.65, 5.09, -3.71], [-0.18, 5.82, -2.63], [0.01, 5.15, -1.43], [0.57, 5.80, 0.11], [-0.98, 2.02, -2.31], [-1.25, 3.19, -4.48], [-0.82, 5.59, -4.65], [0.02, 6.87, -2.71], [5.47, 0.17, -0.17], [3.98, 0.43, -0.41], [3.30, -0.86, -0.87], [3.82, 1.50, -1.49], [3.11, 1.06, 1.19], [1.62, 1.46, 0.71], [2.73, -0.35, 2.42], [1.40, -0.53, 2.79], [0.98, -1.55, 3.61], [1.93, -2.43, 4.11], [3.26, -2.26, 3.79], [3.66, -1.24, 2.95], [3.84, 2.54, 2.13], [4.20, 2.45, 3.47], [4.63, 3.57, 4.17], [4.71, 4.79, 3.53], [4.37, 4.90, 2.19], [3.94, 3.78, 1.50], [5.95, -0.16, -1.09], [5.60, -0.61, 0.58], [5.97, 1.07, 0.18], [3.71, -1.19, -1.82], [2.23, -0.70, -1.00], [3.44, -1.65, -0.14], [4.15, 1.12, -2.46], [4.41, 2.38, -1.25], [2.77, 1.80, -1.59], [0.65, 0.22, 2.41], [-0.07, -1.65, 3.87], [1.61, -3.24, 4.76], [4.00, -2.94, 4.20], [4.71, -1.11, 2.72], [4.15, 1.50, 3.98], [4.90, 3.48, 5.21], [5.04, 5.67, 4.08], [4.43, 5.86, 1.69], [3.68, 3.87, 0.45], [-3.97, -0.49, -2.77], [-2.97, -1.64, -2.96], [-1.80, -1.10, -3.79], [-3.65, -2.76, -3.77], [-2.40, -2.38, -1.22], [-0.72, -0.29, -0.39], [-1.07, -3.83, -1.20], [-0.08, -3.66, -2.36], [-0.25, -3.85, 0.10], [-1.78, -5.18, -1.35], [-3.75, -2.36, 0.21], [-3.26, -3.05, 1.48], [-4.99, -3.11, -0.30], [-4.16, -0.93, 0.61], [-4.25, -0.10, -3.75], [-3.52, 0.32, -2.21], [-4.88, -0.81, -2.29], [-2.20, -0.59, -4.66], [-1.15, -1.89, -4.14], [-1.21, -0.39, -3.22], [-3.98, -2.36, -4.72], [-4.52, -3.16, -3.26], [-2.97, -3.58, -3.97], [0.39, -2.68, -2.33], [-0.57, -3.80, -3.32], [0.70, -4.42, -2.28], [0.20, -2.89, 0.30], [0.54, -4.59, 0.01], [-0.86, -4.14, 0.95], [-2.33, -5.24, -2.29], [-2.47, -5.37, -0.54], [-1.04, -5.97, -1.35], [-3.02, -4.10, 1.31], [-4.04, -3.01, 2.24], [-2.39, -2.54, 1.89], [-4.74, -4.11, -0.64], [-5.48, -2.59, -1.12], [-5.72, -3.21, 0.51], [-3.31, -0.40, 1.04], [-4.93, -0.99, 1.37], [-4.55, -0.36, -0.22], [-2.69, 3.81, 3.30], [-3.30, 2.37, 2.45], [-2.71, 2.43, 0.77], [-2.65, 1.11, 3.10], [-3.26, 0.45, 3.90], [-1.46, 0.92, 2.65], [-4.39, 2.36, 2.47]],
  "mulliken_spin": [1.954, -0.057, 0.037, -0.054, 0.012, -0.015, 0.000, -0.002, 0.002, 0.001, 0.015, 0.008, 0.000, 0.000, -0.001, 0.000, -0.002, 0.000, 0.002, 0.001, 0.023, -0.001, -0.122, -0.001, -0.001, 0.002, -0.003, 0.009, 0.003, -0.001, 0.001, -0.005, -0.003, 0.000, 0.000, 0.000, 0.000, -0.002, -0.001, 0.000, 0.000, -0.001, 0.054, 0.000, 0.000, 0.000, 0.000, 0.000, 0.000, 0.000, 0.000, -0.001, 0.000, -0.003, -0.001, 0.001, 0.037, 0.081, -0.007, -0.003, 0.010, 0.000, -0.001, 0.006, 0.001, 0.027, 0.000, 0.001, 0.000, 0.000, 0.001, 0.005, 0.000, 0.000, 0.000, 0.001, 0.000, 0.000, -0.009, 0.000, 0.000, 0.000, 0.000, 0.000, 0.000, 0.000, -0.001, 0.000, 0.000, 0.000, -0.014, 0.000, 0.001, 0.000, 0.012, -0.004, -0.012, 0.035, -0.019, 0.000]
}

=====

3.
{
  "formula": "C37H51CeN4OP2",
  "method": "ωB97M-V with the def2-TZVPD basis set",
  "homo_lumo_gap_ev": [4.668, 4.712],
  "homo_ev": [-15.82, -15.83],
  "total_charge": 3,
  "max_force_ev_per_a": 7.6,
  "species": ["C", "C", "C", "C", "C", "H", "H", "H", "N", "P", "P", "C", "H", "H", "C", "O", "C", "H", "C", "C", "C", "C", "C", "H", "H", "H", "C", "H", "H", "H", "C", "H", "H", "H", "C", "H", "H", "H", "C", "H", "H", "H", "C", "H", "H", "H", "C", "H", "H", "H", "C", "H", "H", "H", "C", "H", "H", "H", "C", "H", "H", "H", "C", "H", "H", "H", "C", "H", "H", "H", "Ce", "N", "C", "C", "C", "C", "C", "H", "C", "H", "C", "H", "H", "H", "N", "C", "C", "C", "C", "C", "N", "C", "H", "H", "H", "H"],
  "positions_angstrom": [[-2.14, -1.42, -2.08], [0.14, -1.61, -1.73], [-2.07, -2.21, -3.22], [0.24, -2.64, -2.70], [-0.88, -2.90, -3.47], [-2.95, -2.29, -3.86], [1.21, -3.11, -2.89], [-0.84, -3.62, -4.29], [-1.10, -1.35, -1.21], [-3.21, -0.06, 0.00], [3.86, 0.24, 0.31], [-3.30, -0.50, -1.78], [-3.20, 0.42, -2.39], [-4.26, -0.94, -2.09], [1.95, 1.88, 1.88], [2.35, 2.89, 2.25], [1.16, -0.65, -1.35], [2.20, -0.98, -1.24], [4.81, 0.35, -1.33], [3.95, -1.21, 1.52], [-3.88, 1.69, -0.03], [-4.31, -1.45, 0.71], [4.67, 1.83, -1.73], [4.98, 2.48, -0.90], [5.32, 2.03, -2.59], [3.64, 2.08, -2.02], [6.29, 0.02, -1.07], [6.65, 0.51, -0.15], [6.47, -1.06, -0.99], [6.87, 0.40, -1.91], [4.24, -0.54, -2.44], [4.93, -0.48, -3.30], [4.18, -1.60, -2.15], [3.26, -0.20, -2.78], [4.76, -0.75, 2.74], [4.33, 0.14, 3.22], [4.78, -1.56, 3.48], [5.80, -0.50, 2.47], [2.49, -1.51, 1.95], [2.03, -0.61, 2.39], [1.89, -1.91, 1.11], [2.51, -2.28, 2.74], [4.62, -2.44, 0.90], [5.67, -2.25, 0.65], [4.58, -3.25, 1.64], [4.10, -2.78, -0.01], [-4.98, -0.96, 2.00], [-5.52, -1.81, 2.45], [-4.26, -0.60, 2.74], [-5.73, -0.17, 1.81], [-3.36, -2.62, 1.03], [-2.78, -2.94, 0.15], [-2.67, -2.39, 1.85], [-3.98, -3.48, 1.35], [-5.40, -1.93, -0.27], [-6.08, -2.60, 0.29], [-6.01, -1.10, -0.67], [-4.98, -2.51, -1.10], [-2.91, 2.56, -0.87], [-2.99, 2.35, -1.94], [-3.17, 3.62, -0.72], [-1.85, 2.43, -0.58], [-3.92, 2.24, 1.41], [-2.93, 2.23, 1.88], [-4.27, 3.28, 1.37], [-4.61, 1.67, 2.05], [-5.28, 1.70, -0.66], [-5.28, 1.32, -1.69], [-6.01, 1.12, -0.07], [-5.63, 2.74, -0.69], [-0.20, -0.22, 0.92], [0.31, 1.38, -0.41], [0.83, 0.67, -1.41], [0.91, 1.41, -2.71], [0.84, 2.81, -2.67], [0.91, 0.73, -3.95], [0.80, 3.54, -3.87], [0.81, 3.31, -1.70], [0.81, 1.47, -5.14], [0.96, -0.36, -3.96], [0.78, 2.86, -5.09], [0.80, 4.63, -3.82], [0.80, 0.94, -6.09], [0.72, 3.43, -6.02], [2.33, 0.63, 7.49], [1.47, 0.52, 6.70], [0.41, 0.38, 5.72], [-0.90, 0.13, 6.14], [-1.89, -0.03, 5.17], [-1.53, 0.04, 3.82], [-0.25, 0.25, 3.42], [0.70, 0.49, 4.37], [-1.13, 0.06, 7.20], [-2.93, -0.21, 5.44], [-2.29, -0.06, 3.02], [1.70, 0.76, 4.02]],
  "lowdin_charge": [-0.294, -0.285, 0.018, 0.014, -0.001, 0.140, 0.132, 0.138, -0.016, 1.103, 1.431, -0.222, 0.103, 0.091, -0.052, 0.140, -0.175, 0.072, -0.731, -0.729, -0.693, -0.663, -0.089, 0.090, 0.115, 0.071, -0.066, 0.093, 0.086, 0.115, -0.070, 0.120, 0.086, 0.059, -0.055, 0.083, 0.121, 0.102, -0.122, 0.003, 0.061, 0.131, -0.072, 0.088, 0.109, 0.086, -0.081, 0.108, 0.056, 0.086, -0.085, 0.075, 0.066, 0.111, -0.073, 0.109, 0.087, 0.088, -0.078, 0.083, 0.109, 0.047, -0.081, 0.071, 0.107, 0.070, -0.066, 0.088, 0.080, 0.108, 1.194, -0.037, -0.412, -0.175, -0.027, -0.007, -0.031, 0.119, -0.037, 0.111, -0.029, 0.122, 0.125, 0.128, 0.223, -0.135, -0.162, 0.062, 0.023, -0.117, -0.094, -0.055, 0.154, 0.136, 0.071, 0.098]
}

=====

4.
{
  "formula": "C37H51FeN13O4",
  "method": "ωB97M-V with the def2-TZVPD basis set",
  "homo_lumo_gap_ev": [7.615, 6.088],
  "multiplicity": 6,
  "homo_ev": [-9.68, -10.20],
  "de_lowest_kcal_mol": 56.9,
  "total_charge": 1,
  "max_force_ev_per_a": 0.7,
  "species": ["Fe", "C", "C", "C", "C", "C", "N", "C", "C", "C", "C", "C", "C", "C", "N", "C", "C", "C", "N", "C", "C", "N", "C", "C", "C", "N", "H", "H", "H", "H", "H", "H", "H", "H", "H", "H", "H", "H", "H", "H", "H", "H", "H", "H", "C", "C", "C", "C", "N", "N", "C", "H", "H", "H", "H", "H", "H", "H", "H", "O", "N", "O", "O", "C", "N", "C", "C", "O", "N", "C", "C", "H", "H", "H", "H", "H", "H", "H", "H", "H", "H", "H", "H", "C", "C", "N", "C", "N", "C", "C", "C", "N", "C", "H", "H", "H", "H", "H", "H", "H", "H", "H", "H", "H", "H", "H"],
  "positions_angstrom": [[-0.03, -0.29, -0.11], [-0.38, 1.13, 7.18], [0.06, 0.78, 5.78], [1.40, 0.80, 5.41], [1.77, 0.41, 4.14], [0.84, 0.04, 3.16], [1.24, -0.47, 1.95], [2.43, -0.26, 1.41], [3.02, 1.10, 1.36], [4.32, 1.33, 0.60], [4.97, 0.12, 0.02], [6.30, 0.32, -0.62], [4.32, -1.07, 0.02], [3.05, -1.26, 0.64], [2.55, -2.57, 0.63], [3.28, -3.71, 0.86], [2.39, -4.74, 0.96], [1.13, -4.14, 0.77], [1.23, -2.84, 0.58], [-0.51, 0.00, 3.55], [-0.87, 0.35, 4.84], [-1.56, -0.39, 2.66], [-2.89, -0.25, 2.91], [-3.58, -0.97, 1.97], [-2.59, -1.51, 1.15], [-1.37, -1.17, 1.55], [0.37, 1.74, 7.67], [-1.32, 1.68, 7.17], [-0.52, 0.23, 7.78], [2.15, 1.07, 6.13], [2.82, 0.34, 3.90], [2.88, 1.70, 2.26], [5.05, 1.95, 1.14], [7.04, 0.58, 0.14], [6.64, -0.57, -1.14], [6.26, 1.15, -1.32], [4.77, -1.91, -0.48], [4.35, -3.68, 0.98], [2.61, -5.78, 1.15], [0.16, -4.61, 0.78], [-1.90, 0.27, 5.15], [-3.25, 0.34, 3.73], [-4.65, -1.07, 1.88], [-2.71, -2.12, 0.27], [-5.18, 2.11, -0.82], [-4.25, 1.09, -1.38], [-4.32, 0.29, -2.51], [-3.12, -0.44, -2.52], [-2.36, -0.12, -1.47], [-3.08, 0.80, -0.80], [-2.74, -1.43, -3.57], [-6.18, 1.99, -1.25], [-4.84, 3.12, -1.06], [-5.26, 2.03, 0.26], [-5.12, 0.24, -3.23], [-2.63, 1.24, -0.01], [-3.45, -1.38, -4.38], [-2.75, -2.45, -3.17], [-1.75, -1.24, -3.97], [3.69, 2.07, -0.44], [2.25, 1.86, 0.24], [1.76, 2.95, 0.56], [1.57, 1.09, -0.56], [-1.64, 4.75, -1.15], [-1.15, 3.41, -0.89], [-0.93, 2.62, -2.08], [-0.92, 2.92, 0.35], [-0.90, 1.68, 0.57], [-0.86, 3.81, 1.38], [-0.16, 5.09, 1.25], [-0.83, 3.26, 2.72], [-2.14, 4.73, -2.12], [-0.85, 5.50, -1.19], [-2.38, 5.05, -0.41], [-1.88, 2.41, -2.59], [-0.43, 1.69, -1.84], [-0.28, 3.17, -2.76], [-0.81, 5.89, 0.90], [0.71, 5.00, 0.61], [0.18, 5.37, 2.25], [-1.32, 2.29, 2.73], [-1.35, 3.93, 3.40], [0.20, 3.13, 3.07], [-0.29, -4.99, -2.94], [-1.18, -4.38, -1.88], [-0.73, -3.03, -1.59], [0.06, -2.28, -2.41], [0.59, -1.18, -1.93], [1.51, -0.51, -2.87], [0.90, -0.45, -4.26], [0.72, -1.87, -4.75], [0.25, -2.73, -3.67], [-0.22, -4.04, -4.11], [-0.68, -5.96, -3.26], [0.72, -5.14, -2.53], [-1.13, -4.96, -0.96], [-2.22, -4.39, -2.21], [-0.70, -2.73, -0.63], [2.46, -1.06, -2.91], [1.74, 0.48, -2.50], [1.54, 0.10, -4.95], [-0.06, 0.07, -4.20], [1.67, -2.27, -5.13], [0.00, -1.92, -5.57], [0.47, -4.40, -4.87], [-1.21, -3.95, -4.58]],
  "mulliken_spin": [3.714, -0.005, 0.070, -0.035, 0.098, -0.024, 0.352, -0.099, 0.024, 0.028, 0.163, -0.018, -0.026, 0.283, 0.002, 0.015, 0.001, 0.037, 0.031, 0.103, -0.035, 0.018, 0.013, -0.003, 0.040, 0.041, 0.001, 0.002, 0.006, 0.000, 0.004, -0.004, 0.004, 0.014, 0.000, 0.012, 0.011, 0.001, 0.001, 0.005, 0.000, 0.001, 0.000, -0.001, 0.000, 0.001, 0.003, 0.030, -0.016, 0.019, 0.002, 0.000, 0.000, 0.000, 0.000, 0.002, 0.000, 0.000, 0.000, 0.028, 0.001, 0.002, 0.026, 0.000, 0.006, 0.031, 0.000, -0.014, 0.001, 0.000, 0.006, 0.000, 0.000, 0.000, 0.000, 0.023, 0.001, 0.000, 0.000, 0.000, -0.004, 0.001, 0.001, 0.001, 0.000, -0.003, -0.043, -0.013, 0.030, -0.002, -0.001, 0.007, 0.001, 0.000, 0.000, 0.000, 0.000, 0.019, 0.002, 0.005, 0.000, 0.001, 0.000, 0.000, 0.000, 0.000]
}